Entry 1:
The following is a quantum chemistry calculation of a 7-piece molecular cluster, C21H32O21 overall, from the OMol25 dataset.

Results
**Relative energy (zero: lowest compared OMol25 entry of this formula, charge and spin)**: 47.7 kcal/mol
**Net charge**: 0
**SMILES**: COC(=O)OC.COC(=O)OC.O=C1OCCO1.O=C1OCCO1.O=C1OCCO1.O=C1OCCO1.O=C1OCCO1

```
74
Properties=species:S:1:pos:R:3:forces:R:3
O 6.367 -1.306 3.377 -0.0938 -0.5087 -0.1599
H -6.633 1.277 -1.627 0.1573 0.0574 0.3414
O -2.103 2.826 4.119 -0.0657 -0.0123 0.6751
H -3.491 1.131 2.066 -0.3905 -0.1112 0.0867
H 3.070 0.340 2.615 -0.2677 -0.3073 -0.5489
H -2.897 -0.853 -6.403 0.4023 0.2298 0.4466
C -5.956 1.972 -2.132 -1.7981 -0.2849 0.1987
C -1.331 1.718 3.984 -0.0764 0.8288 -0.3658
C 0.448 -2.161 3.177 0.6317 -0.0988 0.7522
H -4.714 0.257 -2.841 -0.1914 -0.0890 0.5308
O 5.633 -0.075 -4.025 -0.1940 0.6536 -0.1549
H 7.189 -2.927 4.343 -0.6584 -0.2159 -0.0665
H -0.488 -2.517 2.743 0.1333 -0.0052 -0.3647
C 1.376 2.683 -0.285 -0.1053 -0.7760 0.8316
H -1.644 1.929 -0.464 -0.1216 0.6105 -0.9225
O 1.280 1.579 0.506 0.4964 -0.1078 0.5400
C 1.488 -3.255 3.369 -0.4529 -0.0803 1.7771
H -0.641 0.935 1.179 0.7415 -0.3871 0.5604
H -2.866 -2.563 -2.015 0.0683 -0.0816 0.2110
C -3.405 1.144 3.153 0.6322 -0.2489 0.4119
O 2.361 -1.801 0.432 0.1927 0.1591 0.4811
C -3.448 2.542 3.737 -0.3443 0.3919 -1.2048
O 1.162 -1.303 2.283 -0.5154 0.4703 -0.2635
O 0.187 2.887 -0.847 -0.6219 1.6221 -1.4053
H 2.466 -1.764 -2.550 0.4214 0.3223 0.2069
H -4.162 -0.308 -5.208 0.2226 0.4095 -0.7922
C -0.637 1.757 -0.820 1.3001 -2.0000 1.9838
H -4.238 -1.853 -5.935 0.4464 -0.6856 0.6011
H -0.475 1.108 -1.678 -0.7952 0.7631 -0.6757
H -1.596 -3.278 -2.982 0.2013 0.0596 0.0390
H -6.560 2.420 -2.919 0.3137 0.0873 -0.1559
C 3.879 0.600 1.928 -1.6013 1.7442 1.3543
H -1.226 -2.751 -1.314 0.0954 0.2434 -0.0524
H -3.682 3.211 2.908 -0.2729 0.3808 0.4258
C -3.520 -1.127 -5.554 -1.3550 1.3633 -0.1589
O 2.175 -3.249 2.133 0.3192 -0.9946 0.0974
H 6.284 -1.817 5.500 -1.0634 -0.2862 -0.6236
C 0.041 0.913 0.334 -0.4470 0.7755 -1.8988
O -5.547 2.999 -1.221 1.2100 -0.7991 -0.5179
H -4.049 0.439 3.677 -0.2950 0.0554 -0.4154
O -3.708 3.209 0.054 0.2658 0.1230 -0.2337
H -4.363 1.838 -3.495 0.1373 -0.1853 -0.0884
H 4.054 1.638 2.243 0.8195 -0.1658 0.0877
H 0.199 -1.644 4.101 0.1964 0.2520 -0.1140
C -4.697 1.315 -2.592 1.0125 0.8578 -1.4664
O -2.082 0.749 3.460 0.7525 -1.7219 -0.2243
O -0.167 1.638 4.213 -0.3681 -0.0159 0.1957
O 3.753 -1.275 -4.118 0.4095 -0.0555 -0.1266
H 1.056 -4.189 3.737 -0.1591 -0.4367 -1.3034
H 1.732 -1.552 -4.127 0.1772 -0.2917 -0.0196
C -1.930 -0.742 -3.823 -1.2158 -0.2176 0.1484
O -1.661 0.326 -4.268 0.8587 0.7764 -0.0393
C -4.265 2.704 -0.865 -0.0587 -0.9679 0.6736
H 1.777 0.485 -2.378 0.3470 0.4085 0.1117
C 6.826 -1.927 4.564 2.0358 0.8003 0.8222
O 4.952 -0.272 2.138 1.1247 -0.3567 -0.5009
O -2.871 -1.527 -4.373 0.6940 -2.1143 0.6370
H 2.169 -3.092 4.210 0.3157 0.8651 -0.3669
O 4.552 -0.401 4.360 -0.0172 -0.0447 0.0703
C 2.518 -1.173 -3.466 -1.9858 -0.4734 -1.0969
C 1.980 -2.068 1.532 -0.7589 -0.1084 -0.7951
H 0.256 -0.044 -0.135 -0.1345 -0.4590 0.9597
H 1.708 0.807 -4.095 0.4093 -0.0865 -0.3296
H -4.188 2.589 4.534 0.4203 0.4415 0.3098
H 7.743 -1.394 4.845 0.1189 0.0400 -0.2715
O -1.453 -1.220 -2.659 0.4363 0.3807 -0.5647
C -1.793 -2.531 -2.213 -0.7828 -0.3452 -0.4252
O -3.741 1.625 -1.579 -1.1623 1.0885 0.7700
H 3.553 0.731 0.904 0.3287 -1.0017 -0.1471
C 4.462 -0.147 -3.849 0.1135 -0.7924 0.5943
O 3.650 0.763 -3.260 0.3408 0.8376 -0.2967
C 5.226 -0.634 3.389 -0.6428 0.3224 0.0093
C 2.300 0.317 -3.322 -0.0666 -0.5166 1.2050
O 2.355 3.342 -0.412 -0.2204 0.0160 0.0102
```
Forces are in eV/Å.


Entry 2:
The following is a quantum chemistry calculation of a 2-piece molecular cluster, C3H13N3 overall, from the OMol25 dataset.

Results
**Relative energy (zero: lowest compared OMol25 entry of this formula, charge and spin)**: 16.3 kcal/mol
**Net charge**: 0
**SMILES**: CCN.NCN

```
19
Properties=species:S:1:pos:R:3:forces:R:3
H -1.514 4.316 2.866 0.2293 -0.2925 -0.3423
N -4.301 2.232 2.701 1.2323 0.1454 0.0079
N 3.271 -4.641 -2.792 -0.0955 0.4081 -0.4526
H -3.184 4.489 3.305 -0.0045 -0.0195 -0.3333
N 3.898 -2.482 -3.700 0.1232 0.9716 -0.8671
H 2.789 -2.870 -1.927 -0.1382 0.4779 -0.1219
H -2.975 2.789 1.344 0.7645 0.4565 -0.2368
C -2.850 2.592 2.405 -2.1665 -1.0459 -0.8563
H -2.268 1.673 2.438 0.2662 0.1543 0.4579
H 3.953 -1.490 -3.518 -0.1518 -0.0963 0.1189
H 4.826 -2.849 -3.815 -0.0771 -0.4065 0.3210
H 3.104 -5.105 -3.678 0.2065 -0.1520 0.0632
C -2.378 3.752 3.209 -0.0570 1.0329 1.0577
H 1.957 -3.264 -3.464 -0.0884 0.5017 0.0602
H 4.256 -4.735 -2.571 -0.0261 -0.0763 0.0672
H -4.832 2.938 2.212 -0.3495 0.0071 0.1001
C 2.920 -3.219 -2.954 0.2475 -1.6284 0.8110
H -4.486 2.374 3.685 -0.0731 -0.0873 0.1965
H -2.183 3.500 4.254 0.1581 -0.3510 -0.0514
```
Forces are in eV/Å.


Entry 3:
The following is a quantum chemistry calculation of C32H48GaP2 as an isolated structure, from the OMol25 dataset.

Results
**Relative energy (zero: lowest compared OMol25 entry of this formula, charge and spin)**: 0.0 kcal/mol
**Net charge**: +1

```
83
Properties=species:S:1:pos:R:3:forces:R:3
H -4.899 1.433 -3.043 -0.1683 -0.3433 -0.2738
H -5.224 -0.315 -3.262 0.1105 0.2629 -0.1490
C -1.269 3.421 1.599 -1.0531 0.0509 0.8936
H 2.625 4.857 0.671 0.2685 0.0889 -0.1452
C -3.400 4.396 3.153 0.1941 -0.0744 -0.1432
C 0.369 2.845 -3.134 -0.1610 0.2130 -0.3436
C -0.626 -1.637 1.612 -0.7526 -2.4326 -1.8088
C -0.172 1.235 -7.758 -0.1084 0.4286 -0.2487
H -4.811 0.726 -4.676 -0.0353 -0.1393 0.2501
C -3.091 5.005 1.927 0.1070 -0.2241 0.1030
H -2.320 0.917 -7.607 0.0744 0.2230 0.1948
H 3.433 -1.934 -0.076 0.0454 0.1898 0.2650
H -2.544 -3.127 0.211 0.1927 -0.2244 -0.0462
C -1.588 -3.658 0.318 -0.3894 -0.3821 -0.0961
H -2.329 2.564 -5.360 -0.1859 -0.4671 -0.2547
C -2.047 4.513 1.149 0.3539 -0.0664 -0.0909
C -0.134 2.986 0.868 2.2225 -0.1953 -1.7434
C 3.030 -1.518 0.859 0.6553 -0.0408 0.0989
H -3.794 -1.999 -2.989 0.3037 -0.0453 -0.0689
H 2.360 -3.518 -1.035 -0.1784 -0.1802 0.0697
C 0.935 1.429 -6.722 1.4886 -0.5469 -1.6337
H -1.023 1.949 3.163 -0.2125 0.3000 -0.0552
H -1.794 4.979 0.192 -0.1447 -0.1331 0.3609
C -1.118 -0.732 -5.564 -0.1555 -0.0705 0.0410
C -1.582 1.645 -7.231 -0.2465 0.1098 0.2998
H -1.224 -0.796 -6.661 0.0170 -0.0761 0.4769
H 4.164 4.342 -0.104 -0.2159 0.1027 0.0176
C -1.641 1.763 -5.675 -0.9779 0.6109 -0.2264
C 3.098 4.538 -0.264 0.1930 0.2643 0.4422
C 0.880 2.715 0.209 -1.6825 1.0181 1.0845
P -2.838 0.252 -3.245 1.7180 1.2134 -0.4312
H 2.786 0.729 -0.683 0.1857 0.2367 -0.0800
H -2.685 -1.863 2.130 0.2088 0.3055 0.1064
C -0.502 -2.731 0.712 -1.1397 1.9062 1.7987
H 0.872 -1.533 -5.695 -0.0126 0.3490 -0.0101
Ga 0.137 2.281 -5.152 -0.9304 2.1114 3.4080
C 1.001 0.092 2.638 0.1990 0.2529 0.4065
H 0.488 -0.866 -4.126 -0.0284 0.1485 -0.2641
H 0.339 0.131 3.515 0.1955 0.0603 -0.1623
H -1.734 -4.448 1.074 -0.0037 0.1542 -0.2631
H -1.867 2.614 -7.664 0.1874 -0.1829 0.1019
H -0.024 1.999 -2.545 0.0067 0.1267 -0.4182
H 3.768 1.559 -1.926 -0.1647 0.1653 0.3890
H -2.901 2.804 4.545 0.0506 0.2184 -0.3342
C 0.669 -1.063 1.784 2.0401 -0.7775 -1.3714
C -4.620 0.533 -3.611 -0.0838 0.4300 0.0023
H 4.191 1.746 -0.198 -0.2497 -0.2246 -0.1217
H -0.195 0.207 -8.158 0.1800 0.2617 0.3421
H -3.023 0.174 -5.498 0.5914 0.0018 -0.5769
H -1.514 -1.675 -5.166 0.1055 0.1583 -0.2639
H -2.030 -2.091 -3.345 -0.2260 0.0374 0.1230
P 2.263 3.049 -0.786 -1.2876 -0.6920 -1.9610
H -2.180 -0.180 1.812 0.0071 -0.2192 0.1334
H -4.219 4.780 3.762 0.2361 -0.0841 -0.1914
H 2.114 0.637 -5.098 -0.2493 0.2002 -0.2431
H -0.382 3.651 -3.076 0.2251 -0.3524 0.3346
C 1.580 -1.783 0.966 -1.0289 0.6812 0.6635
H 0.891 1.035 2.080 0.0647 -0.2881 0.2934
C -1.608 2.806 2.826 0.1113 0.0954 -0.1037
H -1.355 -4.154 -0.634 -0.2063 0.1016 0.2056
H 1.838 1.907 -7.123 -0.2144 -0.1977 0.2915
C 1.443 -3.875 -0.550 0.0410 -0.0478 -0.2498
C -1.864 -1.142 2.252 -0.3986 0.0750 0.1932
H -1.708 -0.970 3.330 -0.1472 -0.0682 -0.2544
C 1.708 3.355 -2.560 -0.0605 0.5240 -0.1130
H 0.061 1.876 -8.625 0.0463 -0.2600 0.3396
H -2.579 -1.571 -1.749 -0.1319 -0.1547 -0.3605
C 1.111 0.619 -5.545 1.3777 -2.3464 -0.6928
H 1.704 -4.767 0.043 -0.0750 0.2005 -0.1578
H 3.590 -1.971 1.694 0.0015 0.1277 -0.2773
H 3.237 -0.440 0.878 0.1021 -0.3250 0.0660
C 3.359 1.638 -0.907 0.3791 -0.2986 0.3030
H 2.039 0.025 2.998 -0.2778 0.1051 -0.0665
H -3.659 5.872 1.580 0.1688 -0.3558 0.1272
H 2.972 5.315 -1.026 0.0479 -0.1769 0.2170
H 1.703 4.456 -2.606 0.1129 -0.3079 -0.1700
C 0.374 -0.674 -5.209 -0.2420 0.1187 0.3792
C -2.815 -1.533 -2.824 0.1708 -0.2511 0.2184
H 0.730 -4.186 -1.325 0.2188 -0.0037 0.1587
C -2.021 0.421 -5.083 -2.2800 -1.6968 0.5941
C -2.662 3.295 3.599 0.1033 0.0034 -0.3393
H 2.538 3.007 -3.196 0.0529 0.1443 0.5013
C 0.859 -2.823 0.315 0.7443 0.5762 0.5100
```
Forces are in eV/Å.


Entry 4:
The following is a quantum chemistry calculation of a 2-piece molecular cluster, C5H15NOS overall, from the OMol25 dataset.

Results
**Relative energy (zero: lowest compared OMol25 entry of this formula, charge and spin)**: 16.4 kcal/mol
**Net charge**: 0
**SMILES**: CCN[C@@H](C)CS.O

```
23
Properties=species:S:1:pos:R:3:forces:R:3
H 0.519 -1.099 -1.144 -0.1512 0.0257 -0.0216
H 0.708 1.498 -1.318 0.1283 -0.2061 0.1663
H 2.340 0.744 -1.332 -0.4569 -0.1464 -0.1031
C -2.162 -1.318 -0.864 -0.4190 0.3924 -0.7661
H 2.599 -1.644 -0.207 0.1714 0.2704 0.3810
C 1.403 0.857 -0.762 0.5974 -0.1275 0.0186
H -2.371 0.331 0.571 -0.1565 -0.5762 0.4738
H 1.733 1.338 0.162 -0.1977 0.4539 -0.0260
H -1.597 0.772 -0.818 0.0315 -0.3139 -0.5099
C 0.793 -0.474 -0.296 0.4673 0.2626 0.1836
S 1.306 -2.599 1.525 0.1496 -0.5413 -0.1411
H -1.322 -1.850 -1.305 -0.1904 -0.3808 0.2427
H -2.823 -1.066 -1.706 0.2852 0.3387 0.1054
O -0.389 3.622 0.973 -0.0820 -0.0562 0.0479
H 0.133 -2.070 1.884 -0.0581 0.1756 -0.0776
C -1.661 -0.094 -0.133 0.2817 1.7039 -0.6270
C 1.886 -1.221 0.507 -0.7303 0.1640 -0.1235
H 0.514 3.876 0.750 -0.1346 -0.2217 -0.0212
H -0.477 2.682 0.769 0.2174 0.2512 -0.0728
H -0.273 0.384 1.298 0.3872 0.0061 -0.1306
H 2.319 -0.489 1.185 0.5229 -0.0265 -0.1303
H -2.806 -1.927 -0.257 0.2496 -0.6845 0.5758
N -0.371 -0.251 0.518 -0.9129 -0.7632 0.5558
```
Forces are in eV/Å.


Calculated total energy (computed, a.u.): -2399.42489, -286.32570, -3855.15823, -727.65951